1.
14
Properties=species:S:1:pos:R:3:nbo_charge:R:1 method="wB97M-V/def2-TZVPD" homo_lumo_gap_ev=7.657 total_energy_ev=-9739.666
C 2.19091 -0.67646 0.40679 -0.733
N 1.57012 0.68020 0.13000 -0.591
C 0.18547 0.88869 -0.44482 0.781
O -0.05960 1.88370 -1.08160 -0.577
N -0.63030 -0.13723 -0.14014 -0.644
C -1.96310 -0.18874 -0.55139 0.271
N -2.67799 -1.18251 -0.23755 -0.632
H 2.01038 -1.26465 -0.50232 0.150
H 1.61012 -1.09958 1.23966 0.137
H 2.17467 1.20774 -0.50420 0.430
H 1.60238 1.20555 1.00670 0.429
H -0.20383 -0.94386 0.31608 0.441
H -2.25533 0.68889 -1.13361 0.185
H -3.61764 -1.07079 -0.61229 0.352

---

2.
18
Properties=species:S:1:pos:R:3:nbo_charge:R:1 method="wB97M-V/def2-TZVPD" total_charge=-1 homo_lumo_gap_ev=4.804 total_energy_ev=-49020.792
C 5.55250 -1.26709 0.15027 -0.372
S 6.42083 -0.84118 1.34872 0.174
S 4.78813 -1.76215 -1.09504 0.197
F -2.19547 -2.19490 1.30214 -0.336
C -2.01924 -1.77768 0.01492 0.981
F -1.19256 -2.68145 -0.59779 -0.341
F -3.23673 -1.86001 -0.61291 -0.345
C -1.45675 -0.36709 -0.02795 -0.164
C -0.95457 0.11539 -1.24941 -0.292
C -0.44258 1.43155 -1.29378 -0.219
C -0.38808 2.23560 -0.16409 -0.265
C -0.68374 1.65266 1.12175 -0.153
S 0.01777 2.29941 2.50308 -0.438
C -1.41772 0.41079 1.12267 -0.256
H -0.97736 -0.49798 -2.15451 0.202
H -0.05543 1.81594 -2.24551 0.191
H 0.02829 3.25587 -0.20016 0.210
H -1.78725 0.03234 2.07763 0.223

---

3.
66
Properties=species:S:1:pos:R:3:lowdin_spin:R:1 method="wB97M-V/def2-TZVPD" homo_lumo_gap_ev="5.066 / 5.207" s2=6.065 total_energy_ev=-136953.095 spin_multiplicity=5
Ir 0.33125 0.90434 -0.22724 1.307
Br -5.34355 5.75714 -0.71204 0.001
C -3.98525 4.44018 -0.91902 0.022
C -3.77853 3.87087 -2.17148 0.081
C -2.79132 2.91899 -2.30518 0.015
C -1.99072 2.52215 -1.22291 0.067
O -1.10466 1.56467 -1.44819 0.192
C -2.18442 3.14196 0.04771 0.046
C -1.39723 2.87170 1.20473 0.295
N -0.23041 2.22073 1.23528 0.125
C 0.52499 2.08246 2.37189 0.032
C 0.32219 2.76611 3.57831 0.109
C 1.11827 2.48957 4.68628 0.001
C 2.12004 1.54205 4.63723 0.108
C 2.37492 0.84890 3.43518 0.000
C 3.35669 -0.15388 3.30053 0.058
C 3.54557 -0.76597 2.08248 -0.002
C 2.76615 -0.38958 0.99653 0.062
N 1.81112 0.53277 1.09539 -0.008
C 1.59581 1.14763 2.29101 0.003
C -3.21925 4.09153 0.16457 0.063
H -4.38178 4.17189 -3.01597 0.005
H -2.60830 2.43716 -3.25733 -0.002
H -1.79139 3.26371 2.13640 0.020
H -0.44565 3.52315 3.64876 0.011
H 0.93974 3.02545 5.60958 -0.003
H 2.72665 1.32909 5.50774 0.006
H 3.94581 -0.43720 4.16348 0.003
H 4.28556 -1.54271 1.95309 -0.002
H 2.90424 -0.83292 0.02067 0.003
H -3.39124 4.56776 1.12105 0.001
C -4.27115 -4.37411 -0.39794 0.000
Si -2.45115 -4.04737 -0.79658 0.003
C -1.49603 -5.65578 -0.56028 0.001
C -2.32067 -3.44293 -2.57139 0.004
C -1.90164 -2.76374 0.49964 0.006
C -2.52164 -2.78709 1.74652 -0.001
C -2.28824 -1.80906 2.70525 0.007
C -1.42231 -0.78538 2.37898 0.011
N -0.78269 -0.75634 1.21656 0.116
C -0.98407 -1.71227 0.29294 0.019
S 0.02933 -1.49572 -1.10292 0.143
H -4.72102 -5.03238 -1.14432 0.000
H -4.84421 -3.44492 -0.38111 0.000
H -4.39025 -4.85845 0.57382 0.000
H -1.92003 -6.44068 -1.19138 0.000
H -1.54437 -5.99924 0.47502 0.000
H -0.44395 -5.54222 -0.82854 0.000
H -2.94199 -4.05575 -3.23030 0.000
H -1.29407 -3.48984 -2.93055 0.002
H -2.64999 -2.40719 -2.66058 0.000
H -3.22938 -3.57830 1.96868 0.000
H -2.77513 -1.82783 3.67011 0.001
H -1.21017 0.02723 3.06753 0.002
Te 1.40199 1.64565 -2.67717 0.881
C 3.44974 1.25966 -3.08575 0.091
C 4.24245 2.27873 -3.60704 0.036
C 5.56946 2.03544 -3.92394 -0.001
C 6.11038 0.77103 -3.73495 0.023
C 5.32012 -0.24861 -3.22317 -0.002
C 3.99582 -0.00580 -2.89298 0.029
H 3.81888 3.26289 -3.77017 0.006
H 6.17950 2.83387 -4.32655 0.000
H 7.14447 0.57945 -3.98981 0.001
H 5.73713 -1.23738 -3.07998 -0.001
H 3.37962 -0.80525 -2.49618 0.003

---

4.
9
Properties=species:S:1:pos:R:3:nbo_charge:R:1 method="wB97M-V/def2-TZVPD" homo_lumo_gap_ev=9.356 total_energy_ev=-25852.908 smiles="C=C[S@H](=O)=S"
C -1.22605 0.67844 0.51380 -0.437
C -0.78728 -0.49564 0.47721 -0.217
S 1.26254 -0.39570 -0.43052 1.182
O 2.13590 -1.38840 0.22460 -0.898
S 1.73415 1.48121 -0.45055 -0.401
H -2.24842 0.95426 0.55367 0.227
H -0.50873 1.48992 0.34303 0.243
H -1.10931 -1.52560 0.50054 0.226
H 0.74720 -0.79849 -1.73178 0.075

---

5.
16
Properties=species:S:1:pos:R:3:nbo_charge:R:1 method="wB97M-V/def2-TZVPD" homo_lumo_gap_ev=8.224 total_energy_ev=-8400.697
C 0.15496 1.65132 1.77410 -0.247
O -0.50138 0.66388 1.02005 -0.596
C -0.35707 0.86269 -0.40901 -0.184
C -1.02554 -0.20998 -1.19776 -0.328
C 0.69256 -2.02752 -1.12526 -0.247
O -0.44717 -1.51990 -0.41569 -0.535
H 1.24248 1.64859 1.59616 0.161
H -0.22727 2.65333 1.52639 0.169
H -0.03523 1.45431 2.83252 0.192
H 0.72949 0.93361 -0.60783 0.153
H -0.80533 1.82364 -0.70337 0.197
H -2.06190 -0.29630 -0.84279 0.143
H 1.13062 -2.84637 -0.54940 0.184
H 1.41909 -1.22945 -1.29831 0.192
H 0.30419 -2.37280 -2.08079 0.221
H -0.21250 -1.18906 0.48098 0.523

---

6.
14
Properties=species:S:1:pos:R:3:nbo_charge:R:1 method="wB97M-V/def2-TZVPD" total_charge=-1 homo_lumo_gap_ev=8.475 total_energy_ev=-9374.066
C 1.69375 -0.33362 1.64215 -0.209
O 0.73991 -0.03347 0.70064 -0.925
H 2.04854 -1.38304 1.59806 0.111
H 2.61424 0.27198 1.48580 0.114
H 1.34347 -0.11762 2.66482 0.125
H -2.01154 0.18695 -0.79704 0.486
H -0.87325 0.56430 -1.73014 0.502
O -1.82873 0.65987 -1.63406 -1.008
H 1.04242 0.45492 -0.50276 0.499
H 1.82373 1.35669 -1.65196 0.441
O 1.03421 0.85947 -1.50261 -1.082
H -0.77950 -0.66638 0.99205 0.513
H -1.36318 -1.91762 0.41891 0.450
O -1.66025 -1.13837 0.84504 -1.018